Record 1
{"formula": "C39H52AsN3O10PS2Se2TeV", "method": "ωB97M-V/def2-TZVPD", "symbols": ["V", "O", "C", "C", "C", "O", "C", "Se", "C", "Se", "H", "H", "H", "H", "H", "H", "H", "H", "H", "H", "N", "C", "C", "C", "N", "H", "H", "H", "H", "H", "H", "H", "H", "H", "H", "O", "As", "C", "C", "C", "C", "C", "C", "C", "C", "C", "C", "C", "C", "C", "C", "C", "C", "C", "C", "H", "H", "H", "H", "H", "H", "H", "H", "H", "H", "H", "H", "H", "H", "H", "O", "S", "O", "N", "C", "S", "C", "C", "C", "C", "C", "C", "H", "H", "H", "H", "C", "C", "O", "P", "O", "Te", "O", "C", "C", "H", "H", "H", "H", "H", "H", "H", "H", "H", "H", "C", "O", "C", "O", "H", "H", "H"], "xyz": [[-0.368, -1.136, 0.486], [-4.506, 1.791, 2.721], [-3.877, 1.262, 3.871], [-2.666, 0.416, 3.443], [-2.223, -0.318, 4.718], [-0.857, -0.685, 4.779], [-3.149, -0.532, 2.346], [-1.995, -2.076, 1.967], [-1.626, 1.399, 2.910], [-0.058, 0.764, 1.925], [-5.135, 2.474, 2.968], [-4.571, 0.628, 4.442], [-3.523, 2.062, 4.532], [-2.868, -1.198, 4.851], [-2.383, 0.336, 5.581], [-0.663, -1.206, 3.984], [-3.303, 0.012, 1.417], [-4.105, -0.977, 2.634], [-1.204, 1.970, 3.741], [-2.113, 2.085, 2.219], [1.268, -1.416, -2.883], [1.418, -0.778, -4.191], [2.261, 0.493, -4.095], [1.526, 1.668, -3.447], [1.265, 1.440, -2.020], [2.077, -1.967, -2.620], [0.473, -2.044, -2.866], [0.417, -0.483, -4.510], [1.812, -1.451, -4.964], [2.563, 0.785, -5.105], [3.190, 0.298, -3.542], [0.605, 1.848, -4.018], [2.146, 2.565, -3.555], [1.005, 0.462, -1.899], [0.457, 1.972, -1.698], [1.579, -0.848, 0.396], [2.987, -0.922, 1.291], [2.824, -1.738, 3.014], [3.062, -3.091, 3.229], [2.885, -3.627, 4.494], [2.449, -2.818, 5.536], [2.192, -1.473, 5.316], [2.389, -0.924, 4.057], [4.265, -1.771, 0.137], [5.193, -2.742, 0.487], [6.054, -3.249, -0.479], [5.991, -2.782, -1.783], [5.074, -1.797, -2.127], [4.210, -1.287, -1.170], [3.609, 0.865, 1.542], [3.102, 1.864, 0.722], [3.575, 3.160, 0.880], [4.535, 3.442, 1.840], [5.044, 2.431, 2.650], [4.582, 1.134, 2.500], [3.335, -3.743, 2.414], [3.066, -4.681, 4.660], [2.289, -3.243, 6.519], [1.807, -0.848, 6.109], [2.164, 0.119, 3.883], [5.280, -3.094, 1.504], [6.776, -4.008, -0.206], [6.660, -3.183, -2.534], [5.025, -1.425, -3.142], [3.480, -0.531, -1.443], [2.369, 1.646, -0.047], [3.177, 3.944, 0.250], [4.891, 4.458, 1.963], [5.792, 2.657, 3.399], [4.965, 0.345, 3.137], [-5.784, 3.656, -2.928], [-4.892, 4.528, -2.204], [-5.475, 5.727, -1.651], [-4.054, 3.700, -1.086], [-2.752, 3.714, -1.316], [-1.584, 2.953, -0.380], [-2.376, 4.464, -2.569], [-1.121, 4.663, -3.117], [-1.025, 5.362, -4.312], [-2.162, 5.857, -4.949], [-3.422, 5.663, -4.396], [-3.493, 4.962, -3.209], [-0.251, 4.266, -2.609], [-0.052, 5.522, -4.763], [-2.061, 6.395, -5.884], [-4.315, 6.041, -4.878], [-2.234, -4.414, -2.336], [-2.900, -3.322, -1.534], [-2.986, -2.139, -2.348], [-2.564, -0.660, -1.964], [-1.323, -0.778, -1.004], [-2.273, 0.587, -3.884], [-3.666, -0.129, -0.965], [-4.918, 0.419, -1.467], [-5.876, 0.480, -0.306], [-2.218, -5.338, -1.754], [-1.204, -4.144, -2.561], [-2.775, -4.590, -3.267], [-2.355, -3.107, -0.619], [-3.921, -3.594, -1.262], [-5.287, -0.215, -2.275], [-4.710, 1.412, -1.856], [-6.014, -0.509, 0.139], [-6.843, 0.843, -0.659], [-5.500, 1.165, 0.454], [1.176, -5.140, 1.329], [0.686, -3.819, 1.581], [0.282, -3.135, 0.481], [0.379, -3.628, -0.624], [1.424, -5.558, 2.302], [2.057, -5.113, 0.687], [0.416, -5.748, 0.840]], "charge": -1, "fmax_ev_per_a": 0.423, "total_energy_ha": -11822.5670, "multiplicity": 2, "s_squared": 0.80, "lumo_ev": [1.739, 1.786], "de_lowest_kj_mol": 0.0}

=====

Record 2
{"formula": "C39H52BeN4OP2", "method": "ωB97M-V/def2-TZVPD", "symbols": ["Be", "C", "C", "C", "C", "C", "C", "C", "C", "C", "H", "H", "H", "H", "H", "H", "H", "H", "H", "H", "H", "H", "H", "H", "H", "P", "P", "N", "N", "N", "N", "C", "C", "C", "C", "C", "C", "C", "C", "C", "C", "C", "C", "C", "C", "C", "C", "C", "C", "H", "H", "H", "H", "H", "H", "H", "H", "H", "H", "H", "H", "H", "H", "H", "H", "H", "H", "H", "H", "C", "C", "C", "C", "C", "C", "C", "C", "C", "C", "C", "C", "O", "H", "H", "H", "H", "H", "H", "H", "H", "H", "H", "H", "H", "H", "H", "H", "H", "H"], "xyz": [[3.845, 0.171, 2.457], [2.672, -0.337, -2.125], [1.651, 0.524, -2.022], [0.319, 0.257, -1.376], [0.080, 0.528, 0.131], [0.996, -0.104, 1.129], [1.918, -1.059, 0.949], [2.013, -2.025, -0.184], [2.782, -1.702, -1.503], [3.641, 1.576, 3.355], [3.540, -0.055, -2.734], [1.736, 1.517, -2.487], [0.005, -0.774, -1.582], [-0.384, 0.922, -1.912], [0.083, 1.615, 0.303], [-0.963, 0.241, 0.368], [0.838, 0.242, 2.164], [2.613, -1.299, 1.809], [1.018, -2.383, -0.469], [2.502, -2.917, 0.237], [3.846, -1.942, -1.343], [2.427, -2.443, -2.245], [4.606, 2.093, 3.365], [3.325, 1.455, 4.401], [2.911, 2.220, 2.846], [-5.008, -0.149, 1.191], [-4.407, 1.117, -1.726], [-4.939, -1.744, 1.911], [-6.334, 0.404, 2.269], [-3.898, -0.208, -2.786], [-4.916, 2.172, -3.046], [-6.110, -0.585, -0.231], [-6.091, 0.471, -1.348], [-3.727, -2.394, 2.195], [-4.012, -3.672, 2.659], [-5.440, -3.833, 2.639], [-5.977, -2.651, 2.149], [-6.226, 1.562, 3.049], [-7.453, 1.809, 3.659], [-8.358, 0.779, 3.234], [-7.652, -0.050, 2.375], [-2.597, -0.712, -2.692], [-2.488, -1.845, -3.487], [-3.771, -2.063, -4.087], [-4.617, -1.062, -3.624], [-5.559, 1.865, -4.253], [-5.909, 3.046, -4.891], [-5.526, 4.126, -4.024], [-4.956, 3.570, -2.891], [-7.152, -0.683, 0.100], [-5.775, -1.569, -0.596], [-6.555, 0.044, -2.248], [-6.673, 1.364, -1.060], [-2.797, -1.873, 2.019], [-3.294, -4.412, 2.975], [-6.008, -4.697, 2.948], [-7.004, -2.415, 1.945], [-5.286, 2.093, 3.082], [-7.681, 2.629, 4.320], [-9.396, 0.658, 3.507], [-8.026, -0.905, 1.830], [-1.896, -0.207, -2.052], [-1.595, -2.443, -3.609], [-4.040, -2.858, -4.766], [-5.664, -0.906, -3.841], [-5.726, 0.850, -4.567], [-6.377, 3.119, -5.863], [-5.657, 5.180, -4.224], [-4.577, 4.013, -1.981], [5.795, -1.808, 3.364], [6.565, -2.112, 2.079], [5.791, -3.013, 1.111], [6.991, -0.825, 1.398], [8.340, -0.486, 1.309], [8.737, 0.674, 0.650], [7.785, 1.461, 0.006], [6.424, 1.150, 0.080], [5.390, 2.025, -0.618], [5.256, 3.362, 0.108], [5.726, 2.224, -2.099], [6.017, 0.085, 0.923], [4.735, -0.004, 1.315], [4.765, -1.465, 3.120], [6.303, -1.017, 3.928], [5.738, -2.697, 4.003], [7.491, -2.636, 2.352], [4.874, -2.513, 0.773], [6.407, -3.226, 0.229], [5.528, -3.968, 1.576], [9.080, -1.147, 1.765], [9.789, 0.942, 0.614], [8.099, 2.334, -0.571], [4.429, 1.499, -0.564], [6.205, 3.916, 0.090], [4.485, 3.983, -0.362], [4.974, 3.202, 1.157], [5.745, 1.256, -2.616], [4.960, 2.847, -2.577], [6.703, 2.704, -2.238]], "charge": 0, "fmax_ev_per_a": 2.954, "total_energy_ha": -2508.9721, "lumo_ev": 0.278, "de_lowest_kj_mol": 0.0}